This record from the Open Molecules 2025 dataset describes a cluster of 2 separate species, C10H16O in total in a non-equilibrium geometry. The level of theory is ωB97M-V with the def2-TZVPD basis set.

Atoms and positions in Å:
C: 1.5610 -0.1883 1.6458
H: -1.2279 -1.6765 2.7923
C: -1.8992 1.1284 -1.6259
C: 2.0837 -0.7661 -0.5687
H: -2.2612 2.6791 -3.0950
H: -2.2340 1.7424 0.5064
H: -0.1051 -0.5539 3.7150
C: 1.1917 -1.8168 -0.4998
C: -1.5885 1.1622 -0.1453
C: -1.5019 2.3972 -2.3838
C: 0.3910 -1.9991 0.6099
H: 1.1518 -2.4764 -1.3649
H: -1.4628 3.2181 -1.6597
H: -0.5116 2.3948 -2.8362
H: 1.6642 0.5124 2.4701
H: 2.5058 -1.0678 -2.4061
C: -0.2173 -1.3462 2.9850
O: 2.8551 -0.5333 -1.6811
C: 0.5785 -1.1644 1.7178
H: 3.3863 0.4280 0.5815
C: 2.4114 -0.0291 0.5677
H: -1.5937 0.1764 0.3163
H: -0.5581 1.4917 0.0250
H: -0.4795 -2.6446 0.7173
H: -2.9556 0.9060 -1.7907
H: -1.4169 0.2557 -2.0640
H: 0.2331 -2.2297 3.4711

Properties
- charge = 0
- frontier orbital gap (eV) = 9.18
- total energy (eV) = -12676.4100
- structure (SMILES) = Cc1ccc(O)cc1.CCC
- lowest unoccupied orbital energy (eV) = 0.843
- highest occupied orbital energy (Eh) = -0.306

Electronic structure analysis, natural (NBO) charges in units of e: -0.187, 0.216, -0.404, 0.296, 0.208, 0.203, 0.222, -0.291, -0.613, -0.611, -0.198, 0.206, 0.201, 0.208, 0.205, 0.475, -0.630, -0.670, -0.046, 0.230, -0.262, 0.210, 0.206, 0.216, 0.195, 0.197, 0.217



This record from the Open Molecules 2025 dataset describes a cluster of 2 separate species, C10H16O in total in a non-equilibrium geometry. The level of theory is ωB97M-V with the def2-TZVPD basis set.

Atoms and positions in Å:
C: -1.5869 -0.8354 0.8909
C: 3.3505 -1.0535 -0.5877
C: -0.7768 2.6191 -0.5358
H: 2.8604 -2.1026 -0.6802
H: 2.1680 -1.3107 1.6317
H: -0.3313 0.7461 1.5244
H: 2.2874 0.9034 -0.6295
H: -2.7054 -3.1806 0.3751
H: -0.3413 2.8897 -1.4586
H: 0.1779 2.7676 0.0905
H: -1.4901 3.4797 -0.3828
C: -3.0740 -0.4227 -1.0850
C: -2.6355 -1.2784 -0.0324
C: 2.2122 -0.1638 -0.0682
H: 1.3732 0.0219 1.9711
H: 3.7051 -0.8662 -1.5589
C: 2.3010 -0.2516 1.4348
C: -1.0592 0.4825 0.7776
H: -3.9505 -0.7520 -1.6990
H: 3.1473 0.2377 1.8784
C: -2.4701 0.7865 -1.1353
O: -3.3576 -2.4235 0.1857
H: 4.2287 -1.1310 0.1356
C: -1.4168 1.2743 -0.3152
H: 1.2717 -0.4936 -0.4532
H: -2.6517 1.5028 -1.9085
H: -1.2363 -1.4455 1.6344

Properties
- charge = 0
- frontier orbital gap (eV) = 9.07
- total energy (eV) = -12675.2657
- structure (SMILES) = Cc1ccc(O)cc1.CCC
- lowest unoccupied orbital energy (eV) = 0.731
- highest occupied orbital energy (Eh) = -0.307

Electronic structure analysis, natural (NBO) charges in units of e: -0.286, -0.604, -0.646, 0.195, 0.208, 0.211, 0.185, 0.482, 0.224, 0.220, 0.220, -0.275, 0.305, -0.406, 0.199, 0.208, -0.617, -0.185, 0.235, 0.215, -0.180, -0.685, 0.204, -0.048, 0.213, 0.203, 0.204



This record from the Open Molecules 2025 dataset describes a cluster of 2 separate species, C10H16O in total in a non-equilibrium geometry. The level of theory is ωB97M-V with the def2-TZVPD basis set.

Atoms and positions in Å:
H: -2.0543 -1.2578 0.2256
C: 0.3703 2.5845 -0.4489
H: 2.8472 -1.2349 0.7228
H: -0.6209 -0.5989 -2.6872
H: -1.7547 -1.9103 -2.2211
H: 0.8475 2.6902 -1.4198
H: 0.4241 1.5911 0.0116
H: -1.1422 4.0529 -0.9742
C: -0.7349 -1.5552 -2.1610
H: -1.6430 3.0845 0.3215
H: -1.7776 1.1271 -1.6224
C: -1.0749 3.0222 -0.6042
H: -2.8421 2.5862 -1.8140
C: -0.1540 -1.4252 -0.7904
O: 1.3786 -0.4878 2.9157
H: 1.8272 -1.6124 -1.4871
H: -1.3755 2.3756 -2.6485
C: -0.9797 -1.2303 0.3012
C: 1.7681 -1.1442 0.6371
H: -1.1071 -0.8337 2.4286
H: 2.1504 -0.9552 3.2425
C: -1.8316 2.2132 -1.6584
C: -0.4775 -0.9654 1.5671
C: 1.2191 -1.4816 -0.6055
H: 0.9482 3.2010 0.2322
C: 0.9014 -0.9778 1.7113
H: -0.1412 -2.1199 -2.8858

Properties
- charge = 0
- frontier orbital gap (eV) = 9.47
- total energy (eV) = -12676.5320
- structure (SMILES) = Cc1ccc(O)cc1.CCC
- lowest unoccupied orbital energy (eV) = 0.921
- highest occupied orbital energy (Eh) = -0.314

Electronic structure analysis, natural (NBO) charges in units of e: 0.210, -0.613, 0.218, 0.221, 0.221, 0.201, 0.215, 0.191, -0.635, 0.197, 0.205, -0.397, 0.209, -0.054, -0.696, 0.209, 0.193, -0.185, -0.269, 0.228, 0.479, -0.610, -0.252, -0.185, 0.208, 0.274, 0.218



This record from the Open Molecules 2025 dataset describes a cluster of 2 separate species, C10H16O in total in a non-equilibrium geometry. The level of theory is ωB97M-V with the def2-TZVPD basis set.

Atoms and positions in Å:
H: -0.5604 2.0116 1.7648
H: -0.4121 -2.5035 2.3772
H: 2.8983 0.6540 -0.4589
H: -0.3596 1.0151 -1.5531
H: -1.2525 -0.5233 1.8880
H: -3.4789 -1.2067 -2.7858
C: 1.1544 1.3766 0.4110
H: -0.1752 -0.6708 -0.9843
C: 0.5826 -1.3747 1.3488
H: -3.2813 0.5678 -3.2402
H: -2.4923 0.7044 -0.9514
C: 0.0563 1.0312 1.3680
H: -2.4920 -1.0776 -1.0036
H: 0.5690 2.7303 -0.8022
H: -0.2830 -0.1638 -2.6645
C: -0.3198 -0.2424 1.5579
C: -0.5903 0.0331 -1.6107
C: -2.8590 -0.3141 -2.8454
C: -2.2062 -0.1305 -1.5071
H: 2.3426 3.0301 -0.3939
H: 2.3886 -1.7682 0.5371
C: 1.6885 -1.0338 0.6402
C: 1.2649 2.7704 -0.0297
H: 1.1495 3.3859 0.7200
H: -2.1026 -0.5649 -3.7432
C: 1.9026 0.3724 0.0142
O: 0.4373 -2.5686 1.9014

Properties
- charge = +1
- 2S+1 = 2
- frontier orbital gap (alpha / beta) (eV) = 9.54 / 5.73
- total energy (eV) = -12665.1929
- lowest unoccupied orbital energy (alpha / beta) (eV) = -4.069 / -7.845
- highest occupied orbital energy (alpha / beta) (Eh) = -0.500 / -0.499
- <S²> = 0.766

Electronic structure analysis, natural (NBO) charges in units of e: 0.266, 0.514, 0.266, 0.184, 0.234, 0.221, 0.148, 0.182, 0.408, 0.221, 0.199, -0.093, 0.193, 0.257, 0.223, -0.295, -0.600, -0.612, -0.403, 0.246, 0.233, -0.041, -0.647, 0.235, 0.200, -0.234, -0.507



This record from the Open Molecules 2025 dataset describes a cluster of 2 separate species, C10H16O in total in a non-equilibrium geometry. The level of theory is ωB97M-V with the def2-TZVPD basis set.

Atoms and positions in Å:
C: 1.6297 0.3947 0.3500
C: -0.3832 0.2328 -1.6715
H: -1.0481 -1.7018 0.9287
H: -1.0139 1.4460 2.2334
H: 0.9377 -1.3663 -3.4465
H: 2.4278 0.6668 1.1113
H: 0.3396 0.8929 2.6691
H: -1.7072 1.4212 -0.2981
C: -0.0646 1.5681 1.8914
H: -2.1920 -3.8890 1.8921
C: 0.9411 -0.2683 -1.7746
H: -0.9081 0.5180 -2.5857
H: 2.8885 -0.7476 -1.0963
O: 1.6240 -0.7314 -2.9962
H: -2.7680 -1.2119 0.3634
C: 1.9353 -0.2353 -0.7781
H: 0.1344 3.5154 2.8629
H: 1.4972 3.0563 1.9058
C: -2.2186 -1.8719 1.2050
H: -3.4946 -3.5198 0.8883
C: -2.4127 -3.3967 0.9805
C: 0.2641 1.0269 0.4764
H: -2.5154 -1.6407 2.2525
C: -0.6723 0.9529 -0.5121
H: -0.0353 3.5100 1.1261
C: 0.3403 3.0213 1.9935
H: -1.6891 -3.6463 0.1997

Properties
- charge = +1
- 2S+1 = 2
- frontier orbital gap (alpha / beta) (eV) = 9.82 / 6.30
- total energy (eV) = -12666.0550
- lowest unoccupied orbital energy (alpha / beta) (eV) = -4.358 / -7.891
- highest occupied orbital energy (alpha / beta) (Eh) = -0.521 / -0.521
- <S²> = 0.766

Electronic structure analysis, natural (NBO) charges in units of e: -0.139, -0.199, 0.164, 0.240, 0.514, 0.265, 0.242, 0.275, -0.472, 0.213, 0.460, 0.269, 0.285, -0.612, 0.192, -0.251, 0.242, 0.204, -0.599, 0.221, -0.616, 0.238, 0.223, -0.197, 0.211, -0.579, 0.206



This record from the Open Molecules 2025 dataset describes a cluster of 2 separate species, C10H16O in total in a non-equilibrium geometry. The level of theory is ωB97M-V with the def2-TZVPD basis set.

Atoms and positions in Å:
H: -2.6259 0.9994 1.1684
C: -2.0025 -0.6617 0.1500
H: -3.3951 -0.4580 1.7549
H: -3.9668 0.3165 0.2611
H: 3.5448 1.8715 0.5012
H: 2.5892 0.3719 0.4862
C: 1.4079 2.0987 1.0280
O: 1.4375 -1.7046 -1.6859
C: -0.6835 -0.8407 -1.8586
C: 1.5462 3.6088 0.9319
C: 2.7581 1.3167 1.0117
C: 0.0353 -1.9564 0.2441
H: 0.7594 4.0810 1.5201
H: 2.1632 -1.9209 -1.0748
H: 0.7383 1.7322 0.2466
H: 0.9387 1.7334 1.9480
H: 0.6652 -2.7181 0.6851
C: -1.7771 -0.3563 -1.2406
H: -0.4665 -0.6682 -2.8989
H: 1.3878 3.9654 -0.0876
C: 0.3165 -1.4928 -1.0657
C: -3.0912 0.0527 0.8456
H: -2.5886 0.0397 -1.8384
H: -1.3178 -1.8307 1.8352
H: 3.0589 1.1462 2.0444
C: -1.1013 -1.5162 0.8170
H: 2.4955 4.0057 1.2767

Properties
- charge = +1
- 2S+1 = 2
- frontier orbital gap (alpha / beta) (eV) = 10.00 / 6.63
- total energy (eV) = -12668.6601
- lowest unoccupied orbital energy (alpha / beta) (eV) = -3.882 / -7.331
- highest occupied orbital energy (alpha / beta) (Eh) = -0.510 / -0.513
- <S²> = 0.767

Electronic structure analysis, natural (NBO) charges in units of e: 0.279, 0.199, 0.250, 0.260, 0.217, 0.169, -0.395, -0.540, -0.195, -0.619, -0.597, -0.236, 0.216, 0.520, 0.173, 0.192, 0.256, -0.184, 0.263, 0.213, 0.466, -0.675, 0.253, 0.251, 0.216, -0.170, 0.218